ORCA calculation (wB97M-V/def2-TZVPD) on a structure of composition C21H34BNO3P2Re at a distorted geometry.

total energy = -51342.86841 eV
Kohn-Sham gap (alpha / beta) = 5.582 / 7.757 eV
highest occupied orbital energy (alpha / beta) = -0.1834 / -0.2807 Eh
2S+1 = 4
lowest unoccupied orbital energy (alpha / beta) = 0.022 / 0.004 hartree

```
63
C21H34BNO3P2Re | the OMol25 dataset | wB97M-V/def2-TZVPD
Re -0.49598 -0.37183 -0.48297
P -2.83881 -0.05149 0.29943
P 1.87708 -0.53362 -1.35085
N -0.30887 -1.99524 0.18951
H -1.07188 0.46070 0.87472
C -4.03888 -0.67001 -0.84135
H -5.02904 -0.33689 -0.50949
H -3.99822 -1.76439 -0.87122
H -3.78514 -0.27026 -1.83190
C -3.28796 1.63798 0.82139
H -4.37381 1.70108 0.99852
H -2.95502 2.29202 0.00130
H -2.67904 1.93731 1.69186
C -2.82492 -1.01995 1.88110
H -3.72676 -0.78601 2.46388
H -1.94389 -0.79613 2.50197
H -2.81148 -2.10320 1.70150
C 2.29975 -1.43079 -2.84343
H 3.38110 -1.57921 -2.90902
H 1.91393 -0.83944 -3.67281
H 1.77581 -2.38447 -2.83315
C 2.90329 0.98553 -1.47081
H 3.85856 0.75558 -1.96558
H 3.10469 1.43033 -0.48875
H 2.36940 1.72713 -2.06999
C 2.86633 -1.46341 -0.05052
H 3.91692 -1.57169 -0.39338
H 2.42184 -2.46576 0.09387
H 2.82346 -0.92252 0.91555
C -0.27309 -3.18162 0.74614
C -0.73942 -5.52631 0.79941
C -0.80724 -4.32819 0.11078
C 0.29711 -3.18045 2.04520
C 0.35833 -4.38913 2.72075
C -0.15743 -5.54467 2.09553
H -1.13988 -6.44240 0.35728
H -1.19922 -4.17926 -0.89520
H 0.67334 -2.21391 2.37779
H 0.80029 -4.39407 3.72533
H -0.13660 -6.49852 2.66720
C -0.71283 1.46493 -3.80888
O -0.27417 0.42566 -3.18566
C -2.21350 1.56873 -4.05296
H -2.57002 2.53385 -3.80056
H -2.80478 0.86708 -3.49236
H -2.62419 1.52079 -5.07911
C 0.01348 2.72175 -3.38494
H 0.98933 2.80765 -3.84475
H 0.15577 2.59012 -2.30073
H -0.47130 3.66407 -3.63597
O 0.03266 2.34224 0.88955
B 0.53402 0.90209 0.84732
O 1.59078 0.71541 1.84390
C 1.72250 1.96983 2.36736
C 2.87457 2.35515 2.98663
C 3.03040 3.72644 3.13347
C 2.08242 4.65762 2.68627
C 0.91256 4.28231 2.01277
C 0.79014 2.91107 1.83355
H 3.56296 1.54974 3.25599
H 3.94171 4.03513 3.63547
H 2.25912 5.71396 2.85814
H 0.15972 4.98158 1.63589
```